(one)
# C6H8N4

The molecule C6H8N4 (the ωB97M-V functional and the def2-TZVPD basis, OMol25).

Summary:
LUMO: 0.684 eV

The geometry in ORCA input format:
```
! RIJCOSX wB97M-V def2-TZVPD def2/J DEFGRID3
* xyz 0 1
C -1.4650 -1.6463 0.6710
C -2.2321 0.3676 -0.7380
C -0.5737 -2.6797 1.0445
C 0.6437 -2.0663 1.0774
C -1.5847 1.3830 -1.5285
C 1.4789 0.2517 0.6359
N -2.7554 -1.6844 0.1217
N -2.9399 -0.5817 -0.5603
N -0.7589 -0.5039 0.5156
N 0.5022 -0.7200 0.7200
H -0.8495 -3.6471 1.4210
H 1.5691 -2.6099 1.2352
H -1.7428 2.3582 -1.2800
H -0.5535 1.2253 -1.3495
H -1.7370 1.3192 -2.5800
H 1.0333 1.2006 0.9756
H 2.2927 -0.0204 1.3267
H 1.9953 0.3488 -0.4026
*
```



(two)
# C6H8N4

The molecule C6H8N4 (the ωB97M-V functional and the def2-TZVPD basis, OMol25).

Summary:
LUMO: 0.503 eV
SMILES string: [H]/N=C(/N)Nc1ccncc1

The geometry in ORCA input format:
```
! RIJCOSX wB97M-V def2-TZVPD def2/J DEFGRID3
* xyz 0 1
C -1.1936 0.8883 1.5975
C 0.0268 0.1132 -0.5474
C 0.3557 -1.1942 -0.1425
C 1.2875 -1.9207 -0.8803
C 1.3374 -0.4628 -2.4306
C 0.4825 0.4670 -1.7735
H 0.7227 0.1408 2.0298
H -0.7557 0.5143 3.4933
H -2.5645 1.9255 1.2071
H -0.9378 1.7645 -0.0866
H -0.1253 -1.7577 0.9459
H 1.4982 -2.9609 -0.7291
H 1.5874 0.1212 -3.1345
H 0.1629 1.5572 -2.0735
N -0.4585 0.0776 2.4177
N -2.2446 1.4220 2.0073
N -0.8456 0.8970 0.1495
N 1.6645 -1.5922 -2.0498
*
```



(three)
# C6H8N4

The molecule C6H8N4 (the ωB97M-V functional and the def2-TZVPD basis, OMol25).

Summary:
LUMO (spin up / spin down): -1.274 / -1.161 eV

The geometry in ORCA input format:
```
! RIJCOSX wB97M-V def2-TZVPD def2/J DEFGRID3
* xyz 0 1
C -0.0760 -1.5766 1.9199
C -1.5141 -2.1712 0.1481
C -0.0998 -0.0323 -0.3008
C 1.2175 -1.3827 1.1037
C 1.0790 -0.0377 0.5394
C -1.2006 0.9830 0.0458
N -0.1669 -1.2225 3.1556
N -1.4578 -1.4259 3.4685
N -2.1454 -1.7995 2.4673
N -1.2988 -1.9013 1.4177
H -2.5686 -2.2148 -0.1179
H 2.1374 -1.5894 1.6905
H 1.0372 -2.1276 0.2419
H 1.8154 0.1533 -0.2557
H 1.1745 0.6500 1.3368
H -1.9952 0.8522 -0.7061
H -0.6630 1.9097 0.3023
H -1.6670 0.4595 0.8602
*
```



(four)
# C6H8N4

The molecule C6H8N4 (the ωB97M-V functional and the def2-TZVPD basis, OMol25).

Summary:
LUMO: 0.193 eV
SMILES string: N#C[C@]12CNC[C@H]1CN=N2

The geometry in ORCA input format:
```
! RIJCOSX wB97M-V def2-TZVPD def2/J DEFGRID3
* xyz 0 1
C 1.4039 -0.4417 1.2554
C 0.6130 0.0871 -0.0881
C 0.6551 1.4818 -0.6309
C -1.3649 1.3510 0.1906
C -0.8171 -0.0790 0.4476
C -1.4345 -1.2545 -0.3103
H 1.3745 1.7622 -1.2263
H 0.8226 2.0980 0.2655
H -0.8795 2.7016 -1.4377
H -2.6025 1.3719 0.1962
H -0.8056 1.8922 0.9518
H -0.7232 -0.4812 1.4071
H -1.8408 -1.9725 0.3929
H -2.2029 -1.1098 -0.9742
N 1.6641 -0.7664 2.4067
N -0.5935 1.8160 -1.1463
N -0.1668 -1.8426 -0.9529
N 0.8853 -1.0828 -0.9876
*
```



It is (three) that is the least stable of them.